Entry 1:
# C24H20ClNPRhSe

A molecular structure, C24H20ClNPRhSe in a non-equilibrium geometry (the ωB97M-V functional and the def2-TZVPD basis, OMol25).

Element x y z (Å)
C: 1.8304 -0.4993 -5.5489
C: -1.0782 3.2472 -3.7329
C: -0.4180 5.0765 -5.1771
C: 1.6675 0.2998 1.4307
Rh: -0.1178 0.2574 0.5472
H: -0.5745 6.0917 -5.5451
C: 0.7294 1.1406 2.1101
H: -1.0873 -1.8676 -3.5193
Se: -0.6267 -1.4594 4.5794
H: 2.2126 -0.5223 1.8881
C: -2.7973 -1.5979 -6.4568
C: -1.4544 -1.4396 -4.4523
Cl: -1.5095 0.1501 -1.4408
C: 0.2580 2.1251 1.1726
H: -0.4648 2.9076 1.3963
C: -2.2813 -2.1801 -5.2915
H: -1.4270 1.5134 -6.1881
C: -1.1050 -0.1154 -4.7884
H: 4.9779 0.4872 -3.4785
C: -0.7728 -1.5760 2.8197
C: 0.6398 4.3092 -5.6736
H: 3.2133 -1.3406 -6.9726
C: 1.6825 0.2019 -4.3408
C: -0.0369 2.4561 -4.2586
H: 0.4502 1.0657 3.1585
H: -2.8965 0.1893 -7.6743
C: 4.0969 0.2171 -4.0635
H: -2.1000 5.1417 -3.8144
C: 0.8744 1.8706 -0.0942
H: 1.6724 2.4196 -5.6019
N: -0.8921 -1.6285 1.6270
C: 1.7683 0.7588 0.0723
C: -1.6520 0.4758 -5.9385
H: -1.7264 2.8276 -2.9619
C: -2.4880 -0.2722 -6.7729
H: 2.7166 1.1120 -2.6648
H: 5.2343 -0.7226 -5.6451
C: 0.8396 3.0057 -5.2116
C: -1.2745 4.5441 -4.2046
P: 0.0594 0.7262 -3.6595
H: -3.4444 -2.1799 -7.1146
C: 3.1080 -0.8159 -6.0210
C: 2.8297 0.5584 -3.5982
H: 0.7220 2.4450 -1.0031
H: -2.5242 -3.2126 -5.0349
C: 4.2393 -0.4655 -5.2792
H: 0.9537 -0.7914 -6.1282
H: 1.3152 4.7216 -6.4262
H: 2.3731 0.3223 -0.7154

## Properties
highest occupied orbital energy (alpha / beta): -5.899 / -7.166 eV
Kohn-Sham gap (alpha / beta): 5.9 / 4.0 eV
E: -4294.6250 a.u.
total charge: 0
multiplicity: 5

Results of the Löwdin charge analysis, in e, for atoms 1 through 8: -0.07 -0.10 -0.07 -0.24 0.90 0.11 -0.26 0.09

***

Entry 2:
# C24H20ClNPSSm

A molecular structure, C24H20ClNPSSm in a non-equilibrium geometry (the ωB97M-V functional and the def2-TZVPD basis, OMol25).

Element x y z (Å)
Sm: 0.0496 0.3495 3.2023
C: -1.0315 -2.0413 3.0743
C: 0.0322 4.3893 -1.0860
C: -2.1703 0.6528 -2.1723
C: 0.4046 1.9851 -1.2291
C: -2.1698 -1.2268 -0.6303
H: -1.9950 -1.3075 4.9696
C: 1.1215 -1.7754 3.8907
C: -3.4174 -1.6241 -1.1127
S: 0.0921 1.3032 5.7697
H: -1.6951 1.5399 -2.5947
C: 0.7328 4.5746 -2.2885
C: 1.1120 2.1789 -2.4301
C: 3.0274 -2.2586 -2.9672
H: 4.5117 -1.5961 -1.5325
C: 3.4601 -1.5547 -1.8316
P: 0.1050 0.3475 -0.4399
H: -0.3958 5.2493 -0.5629
H: 2.2124 -1.6052 3.9207
C: -4.0479 -0.8874 -2.1294
C: -1.5322 -0.0824 -1.1584
H: 0.7704 -2.6336 1.8350
H: 0.8582 5.5819 -2.6987
C: -1.0981 -1.6021 4.4334
H: -0.2687 -1.3803 -2.9394
H: 0.4348 -1.5894 6.0629
H: 1.3411 -2.7341 -4.2433
C: 2.5535 -0.7996 -1.0841
H: 3.7389 -2.8580 -3.5451
C: -3.4215 0.2471 -2.6582
H: -3.9045 0.8233 -3.4528
H: -0.6614 2.9672 0.3854
H: 1.5393 1.3287 -2.9653
H: -1.6745 -1.8035 0.1555
H: -5.0272 -1.2014 -2.5051
H: -1.8701 -2.4379 2.4947
H: -3.9032 -2.5130 -0.6990
C: 1.2699 3.4684 -2.9579
H: 1.8164 3.6064 -3.8958
C: 1.6845 -2.1908 -3.3573
C: 0.7732 -1.4252 -2.6166
N: -0.1499 0.0851 8.3230
C: -0.1248 3.1086 -0.5564
C: 0.3663 -2.1354 2.7231
C: 1.1975 -0.7172 -1.4761
Cl: 2.2819 1.4656 2.5646
H: 2.8857 -0.2587 -0.1938
C: 0.2136 -1.5432 4.9856
C: -0.0278 0.5306 7.2201

## Properties
highest occupied orbital energy (alpha / beta): -8.558 / -8.571 eV
Kohn-Sham gap (alpha / beta): 7.5 / 7.8 eV
E: -2839.0383 a.u.
total charge: 0
multiplicity: 6
relative energy (zero: lowest compared OMol25 entry of this formula, charge and spin): 124.39 kJ/mol

Results of the Löwdin charge analysis, in e, for atoms 1 through 8: 1.13 -0.22 -0.08 -0.08 -0.38 -0.11 0.11 -0.26

***

Entry 3:
# C24H20F6IN3O3ReS

A molecular structure, C24H20F6IN3O3ReS (the ωB97M-V functional and the def2-TZVPD basis, OMol25).

Element x y z (Å)
F: -1.2831 1.0214 -0.2157
O: 1.5042 0.9501 -0.8530
F: -5.8343 1.5973 -1.2235
C: 3.4323 4.1937 -2.3993
C: 3.7822 7.8113 -1.9034
N: 6.1941 8.2642 -2.1128
H: 1.9484 -2.9156 0.2895
C: 0.4783 0.9736 2.1444
C: -2.4521 0.5308 -0.7303
H: 3.0250 7.7865 -1.1259
H: 6.5797 7.5141 -1.5368
H: 5.7801 5.5723 -3.3447
N: 4.3429 6.4852 -2.1304
H: 2.6393 2.2407 -2.5349
C: 1.6463 1.9527 -0.0387
H: 4.4950 6.3533 -4.2667
H: 2.7225 4.2186 4.1927
C: 3.6450 5.7367 2.8779
H: 3.2929 8.1813 -2.8111
C: -3.6537 -1.2227 -1.7678
C: 2.5929 5.2234 3.8155
H: 3.4195 6.1959 0.3172
H: 6.8865 9.0136 -2.1373
C: 5.9388 7.7253 -3.4912
S: -0.9995 -1.7606 -1.2529
C: 4.9125 8.7541 -1.4797
C: -2.4578 -0.7471 -1.2491
H: 5.0749 8.7592 -0.4040
H: 4.4429 5.0524 2.6210
O: 0.3584 -0.2851 1.6774
F: -3.5058 2.5667 -0.2029
H: 6.8952 7.5475 -3.9766
I: 3.8207 -1.0817 0.8048
C: 2.1430 -1.9643 -0.2056
H: 2.1287 5.9078 4.5098
C: -3.5644 1.3406 -0.7079
H: 3.9273 6.7789 2.9313
C: 2.3370 3.0989 -0.5742
F: -3.7112 -2.4442 -2.2787
O: 0.0774 1.2695 3.2291
H: 1.6104 6.2197 2.0895
H: 2.4650 -2.1382 -1.2371
C: 3.6712 5.3563 -1.6295
C: 2.8014 3.0986 -1.8982
H: 4.7489 9.7743 -1.8212
C: 1.2043 2.0072 1.2952
C: 1.4520 3.1771 1.9966
C: 3.2245 5.3465 -0.3194
H: 5.4160 8.5117 -4.0318
C: -4.7509 0.8445 -1.2306
F: 3.8160 4.1700 -3.6845
C: 2.5541 4.2369 0.2093
F: -5.9273 -0.9024 -2.2573
N: 2.0975 4.2337 1.5236
C: 2.2723 5.4099 2.3687
Re: 0.5873 -0.6644 -0.1736
C: -4.7963 -0.4373 -1.7607
C: 5.1167 6.4342 -3.3723
H: 1.0932 3.2424 3.0147

## Properties
highest occupied orbital energy (alpha / beta): -13.227 / -13.357 eV
Kohn-Sham gap (alpha / beta): 7.2 / 7.0 eV
E: -2689.3035 a.u.
total charge: +2
multiplicity: 2
relative energy (zero: lowest compared OMol25 entry of this formula, charge and spin): 56.16 kJ/mol

Results of the Löwdin charge analysis, in e, for atoms 1 through 8: 0.01 -0.21 0.17 -0.17 -0.12 0.06 0.00 -0.51

***

Entry 4:
# C24H20N2O6

C24H20N2O6 in the gas phase in a non-equilibrium geometry (the ωB97M-V functional and the def2-TZVPD basis, OMol25).

Element x y z (Å)
C: -1.2817 6.6744 -2.7111
H: 1.8648 -5.6355 6.1946
C: 1.7886 -2.2400 4.4075
O: 0.7856 -5.9765 2.6891
H: 2.1104 -1.3694 6.3277
H: -3.2153 7.2775 -2.0167
C: 0.3277 -3.5613 1.4970
C: 0.5139 1.0393 -1.8138
H: -1.8580 -4.1273 -2.1597
H: 1.3855 2.9865 -1.6271
C: 1.9701 -2.2860 5.7756
C: -1.7473 2.3659 -2.7034
C: -0.6203 3.0959 -2.3434
H: -2.6399 2.8575 -3.0560
C: 1.9871 -3.5059 6.4367
O: -2.6453 -1.7815 -2.6563
C: 1.5770 -3.3997 3.6579
N: -0.5564 -1.0850 -2.0364
C: -2.2257 7.6060 -2.3013
C: -1.7471 0.9838 -2.6165
H: 0.3363 -1.4347 -1.6930
C: -1.9061 8.9517 -2.2566
H: -2.6478 9.6690 -1.9375
H: 1.3004 8.7774 -3.2949
H: -0.5390 -4.0546 1.9037
C: 1.4014 -3.2319 2.2135
C: 1.8273 -4.6697 5.7137
H: 0.7219 6.3798 -3.3827
C: 0.3089 8.4509 -3.0176
C: -1.6337 5.2115 -2.7827
C: 1.6100 -4.6206 4.3394
O: 2.1353 -6.8106 4.1351
H: -2.6266 0.4281 -2.8954
H: -2.4939 5.0004 -2.1320
C: 0.5147 2.4122 -1.9008
N: 1.4990 -5.8925 3.6636
C: -0.0124 7.1065 -3.0713
C: -0.6376 9.3767 -2.6127
O: -0.8794 -3.6031 -0.4782
O: 1.1859 -2.7186 -0.5590
C: -1.0695 -3.4275 -1.8798
H: 2.1367 -3.5480 7.5038
H: 1.7920 -1.2903 3.8940
C: -0.6208 0.3085 -2.1671
H: -0.3874 10.4265 -2.5727
H: 2.2064 -2.7084 1.7074
H: 1.3953 0.5195 -1.4662
C: -1.5303 -1.9976 -2.2378
H: -0.1398 -3.6600 -2.4117
C: 0.2840 -3.2468 0.0598
O: -0.5132 4.4512 -2.3808
H: -1.9123 4.9538 -3.8178

## Properties
highest occupied orbital energy: -7.962 eV
Kohn-Sham gap: 7.3 eV
E: -1487.4273 a.u.
total charge: 0
relative energy (zero: lowest compared OMol25 entry of this formula, charge and spin): 463.45 kJ/mol

Results of the Löwdin charge analysis, in e, for atoms 1 through 8: -0.20 0.12 -0.02 0.09 0.11 0.11 0.03 -0.01

***

Entry 5:
# C24H20N4O8

A molecular structure, C24H20N4O8 in a non-equilibrium geometry (the ωB97M-V functional and the def2-TZVPD basis, OMol25).

Element x y z (Å)
H: 0.0963 1.4322 -2.8682
H: -1.5002 -1.0960 3.0258
O: -0.8340 -1.8273 -5.3296
H: -3.9940 1.2719 -3.1313
H: 2.9785 -1.7189 4.5710
C: -0.1935 1.5063 -3.8827
C: 0.3776 1.3779 -1.8269
H: -1.0069 0.5077 1.1955
N: -1.0605 1.5977 3.8625
H: 3.2221 -4.0465 3.9004
N: 2.7621 -5.0424 1.2992
C: -2.9277 1.2431 -3.3007
O: 2.7241 -5.9538 2.1877
C: -0.2520 0.7265 0.4547
H: -1.6427 0.7146 -1.2984
O: 0.5832 0.3715 2.9676
N: 1.4760 0.6895 2.1928
C: 2.9520 -3.3177 3.1506
C: -2.3324 0.2248 -4.0175
O: -1.0631 0.8472 4.8504
C: -2.1005 1.9785 1.6059
C: 1.0887 0.8581 0.8499
H: 3.0993 1.4382 0.1268
C: -0.9568 0.2988 -4.2723
C: 2.7605 -3.6585 1.7553
C: 2.0596 -1.3119 1.3156
O: 0.9921 -0.7494 -5.0663
O: -0.6903 2.7642 3.8984
C: 2.6629 -2.0277 3.5854
H: -3.0259 2.2468 -0.3351
C: 2.3104 -2.6278 0.8686
H: 0.8512 1.6743 -4.0992
C: -1.8264 -0.3324 2.3352
H: -2.4934 -1.8392 0.9731
H: -2.0304 3.0418 1.7813
C: -0.8520 2.5329 -3.1803
H: 2.4727 1.9812 -2.0864
H: 2.0309 -2.8011 -0.1601
C: 1.7209 1.5637 -1.4330
C: 2.0615 1.2605 -0.1135
C: 2.2243 -1.0074 2.6932
C: -2.6192 1.5114 0.3434
C: -1.7187 1.0774 2.6057
H: 1.6778 -0.5735 0.6261
C: -2.7641 0.1164 0.1106
H: -2.7247 3.1692 -2.3887
O: 2.6225 0.8844 2.4964
N: -0.2248 -0.8224 -4.9680
H: -3.1334 -0.2528 -0.8348
H: -0.3691 3.4755 -2.9690
C: -2.2047 2.3648 -2.8876
C: -0.6306 0.8927 -0.9662
C: -2.3630 -0.7775 1.1224
H: 2.0472 0.0208 2.9725
H: -2.9071 -0.6102 -4.3901
O: 2.5878 -5.2682 0.0822

## Properties
highest occupied orbital energy: -8.305 eV
Kohn-Sham gap: 6.1 eV
E: -1746.3394 a.u.
total charge: 0
relative energy (zero: lowest compared OMol25 entry of this formula, charge and spin): 2836.43 kJ/mol

Results of the Löwdin charge analysis, in e, for atoms 1 through 8: -0.11 0.14 0.06 0.11 0.11 -0.05 -0.07 -0.01